Record 1
# H20O10

A structure of composition H20O10 (ωB97M-V/def2-TZVPD, the Open Molecules 2025 dataset).

Kohn-Sham gap, eV: 10.3421
Spin multiplicity: 1

Each line ends with the Mulliken charge.
CARTESIAN COORDINATES (ANGSTROEM)
H: -0.42 -2.80 2.75  0.347
H: -0.79 -1.53 1.89  0.415
H: 1.13 -0.57 1.72  0.451
H: 2.02 -1.39 0.04  0.316
H: -2.30 -0.29 2.49  0.212
H: -1.25 0.70 1.52  0.389
H: 1.94 0.94 0.78  0.454
H: 2.87 2.30 1.29  0.299
H: 1.56 -0.24 -1.64  0.515
H: 3.09 -0.58 -2.54  0.375
H: -0.11 1.56 -1.43  0.378
H: 1.21 1.80 -0.46  0.531
H: -2.27 -0.82 -0.20  0.371
H: -1.31 -1.32 -1.34  0.485
H: -2.76 1.74 -2.01  0.273
H: -2.01 0.44 -1.36  0.465
H: 0.08 2.22 1.14  0.335
H: -1.12 2.08 0.02  0.355
H: 0.63 -1.77 -1.87  0.437
H: -0.11 -2.13 -0.22  0.397
O: -0.07 -2.15 1.95  -0.739
O: 2.23 -0.74 0.87  -0.776
O: -1.70 -0.18 1.80  -0.704
O: 1.88 2.04 1.01  -0.839
O: 2.07 -1.16 -2.02  -0.884
O: 0.88 1.43 -1.23  -0.778
O: -2.42 -1.06 -1.14  -0.876
O: -1.94 1.62 -1.51  -0.893
O: -0.81 1.90 0.91  -0.632
O: -0.20 -2.07 -1.25  -0.678

Record 2
# C4H5NO

The molecule C4H5NO (ωB97M-V/def2-TZVPD, the Open Molecules 2025 dataset).

SMILES: [H]/N=C/OCC#C
Kohn-Sham gap, eV: 11.1202
Spin multiplicity: 1

Each line ends with the Mulliken charge.
CARTESIAN COORDINATES (ANGSTROEM)
H: 2.68 -1.25 -1.35  0.232
N: 1.76 -0.86 -1.16  -0.602
C: 1.73 -0.25 -0.05  0.135
O: 0.63 0.33 0.46  -0.306
C: -0.55 0.19 -0.35  -0.585
C: -1.71 0.32 0.54  -0.389
C: -2.62 0.53 1.30  0.128
H: 2.55 -0.09 0.66  0.362
H: -0.51 -0.76 -0.89  0.343
H: -0.55 0.99 -1.10  0.272
H: -3.41 0.83 1.95  0.409

Computed values of relative energy (zero: lowest compared OMol25 entry of this formula, charge and spin) (unit: eV) for the preceding records, in sequence: 8.102, 2.500.
Computed values of F_max (unit: hartree/bohr) for the preceding records, in sequence: 0.135, 0.015.